A cluster of 3 separate species, C34H62N2O7 in total, computed with ωB97M-V/def2-TZVPD.

Last columns: bonded neighbours and bond lengths (Å).
CARTESIAN COORDINATES (ANGSTROEM)
1 C 0.59 -2.90 0.67  C2 1.195, H26 1.063
2 C 0.98 -1.78 0.77  C1 1.195, C3 1.425
3 C 1.33 -0.42 0.52  C2 1.425, C4 1.358, C24 1.490
4 C 0.38 0.52 0.28  C3 1.358, C5 1.509, C16 1.490
5 C -1.07 0.12 0.29  C4 1.509, C6 1.530, H27 1.090, H28 1.092
6 C -2.13 1.22 0.22  C5 1.530, C7 1.555, H29 1.085, H30 1.081
7 C -3.54 0.57 0.07  C6 1.555, C8 1.541, H31 1.090, H32 1.086
8 C -4.61 1.18 0.99  C7 1.541, C9 1.536, H33 1.087, H34 1.091
9 C -5.65 2.02 0.23  C8 1.536, C10 1.516, H35 1.091, H36 1.091
10 C -6.52 1.19 -0.69  C9 1.516, C11 1.534, H37 1.090, H38 1.091
11 C -7.69 1.99 -1.27  C10 1.534, C12 1.529, H39 1.087, H40 1.091
12 C -8.23 1.43 -2.60  C11 1.529, C13 1.512, H41 1.091, H42 1.087
13 C -8.44 -0.07 -2.64  C12 1.512, O14 1.421, H43 1.091, H44 1.097
14 O -9.67 -0.40 -2.02  C13 1.421, C15 1.407
15 C -9.67 -1.70 -1.49  O14 1.407, H45 1.086, H46 1.094, H47 1.092
16 C 0.86 1.90 -0.03  C4 1.490, O17 1.214, C18 1.477
17 O 0.12 2.83 -0.26  C16 1.214
18 C 2.31 2.14 -0.08  C16 1.477, C19 1.336, H48 1.082
19 C 3.24 1.21 0.16  C18 1.336, C20 1.490, C24 1.482
20 C 4.71 1.46 0.06  C19 1.490, C21 1.537, H49 1.088, H50 1.087
21 C 5.07 1.56 -1.43  C20 1.537, C22 1.532, H51 1.088, H52 1.089
22 C 6.57 1.35 -1.65  C21 1.532, C23 1.546, H53 1.087, H54 1.085
23 C 6.92 -0.15 -1.74  C22 1.546, H55 1.086, H56 1.087, H57 1.086
24 C 2.80 -0.15 0.53  C3 1.490, C19 1.482, O25 1.214
25 O 3.58 -1.03 0.82  C24 1.214
26 H 0.29 -3.92 0.56  C1 1.063
27 H -1.23 -0.62 -0.48  C5 1.090
28 H -1.23 -0.41 1.24  C5 1.092
29 H -2.10 1.83 1.12  C6 1.085
30 H -1.96 1.84 -0.65  C6 1.081
31 H -3.44 -0.49 0.29  C7 1.090
32 H -3.83 0.65 -0.98  C7 1.086
33 H -4.15 1.76 1.78  C8 1.087
34 H -5.15 0.36 1.47  C8 1.091
35 H -5.13 2.81 -0.31  C9 1.091
36 H -6.29 2.50 0.97  C9 1.091
37 H -5.96 0.78 -1.53  C10 1.090
38 H -6.88 0.33 -0.12  C10 1.091
39 H -8.48 2.08 -0.53  C11 1.087
40 H -7.30 2.98 -1.47  C11 1.091
41 H -9.21 1.87 -2.77  C12 1.091
42 H -7.60 1.73 -3.43  C12 1.087
43 H -7.63 -0.63 -2.18  C13 1.091
44 H -8.48 -0.38 -3.69  C13 1.097
45 H -10.62 -1.85 -0.98  C15 1.086
46 H -9.58 -2.46 -2.26  C15 1.094
47 H -8.87 -1.82 -0.76  C15 1.092
48 H 2.61 3.15 -0.34  C18 1.082
49 H 5.25 0.62 0.49  C20 1.088
50 H 5.02 2.34 0.61  C20 1.087
51 H 4.50 0.77 -1.92  C21 1.088
52 H 4.72 2.51 -1.83  C21 1.089
53 H 7.11 1.76 -0.80  C22 1.087
54 H 6.87 1.85 -2.57  C22 1.085
55 H 7.10 -0.44 -2.77  C23 1.086
56 H 7.83 -0.36 -1.18  C23 1.087
57 H 6.12 -0.76 -1.32  C23 1.086
58 C 3.34 -1.43 7.97  O59 1.414, H67 1.089, H68 1.096, H69 1.094
59 O 3.93 -1.88 6.77  C58 1.414, C60 1.423
60 C 3.00 -2.21 5.74  O59 1.423, C61 1.514, H70 1.094, H71 1.093
61 C 3.05 -1.21 4.61  C60 1.514, N62 1.460, H72 1.094, H73 1.098
62 N 2.51 0.09 5.02  C61 1.460, C63 1.459, H74 1.011
63 C 2.74 1.16 4.05  N62 1.459, C64 1.527, H75 1.093, H76 1.096
64 C 4.18 1.55 3.70  C63 1.527, O65 1.414, H77 1.094, H78 1.097
65 O 4.89 2.19 4.75  C64 1.414, C66 1.416
66 C 5.48 1.32 5.70  O65 1.416, H79 1.093, H80 1.093, H81 1.090
67 H 4.13 -1.41 8.73  C58 1.089
68 H 2.93 -0.42 7.88  C58 1.096
69 H 2.55 -2.11 8.31  C58 1.094
70 H 1.99 -2.30 6.15  C60 1.094
71 H 3.29 -3.19 5.35  C60 1.093
72 H 2.45 -1.59 3.78  C61 1.094
73 H 4.09 -1.14 4.27  C61 1.098
74 H 2.92 0.35 5.90  N62 1.011
75 H 2.25 2.06 4.45  C63 1.093
76 H 2.22 0.90 3.13  C63 1.096
77 H 4.11 2.29 2.90  C64 1.094
78 H 4.75 0.71 3.30  C64 1.097
79 H 5.81 0.38 5.25  C66 1.093
80 H 4.80 1.11 6.53  C66 1.093
81 H 6.35 1.83 6.11  C66 1.090
82 C 0.68 1.51 -3.54  O83 1.416, H91 1.089, H92 1.096, H93 1.094
83 O 1.53 0.55 -4.13  C82 1.416, C84 1.421
84 C 2.16 -0.32 -3.20  O83 1.421, C85 1.513, H94 1.095, H95 1.094
85 C 1.61 -1.73 -3.28  C84 1.513, N86 1.459, H96 1.095, H97 1.098
86 N 0.24 -1.79 -2.78  C85 1.459, C87 1.461, H98 1.011
87 C -0.45 -3.05 -3.02  N86 1.461, C88 1.526, H99 1.093, H100 1.095
88 C -0.67 -3.50 -4.46  C87 1.526, O89 1.414, H101 1.093, H102 1.097
89 O -1.59 -2.71 -5.19  C88 1.414, C90 1.415
90 C -1.06 -1.53 -5.77  O89 1.415, H103 1.093, H104 1.094, H105 1.090
91 H 0.41 2.23 -4.32  C82 1.089
92 H -0.25 1.07 -3.16  C82 1.096
93 H 1.18 2.04 -2.73  C82 1.094
94 H 2.09 0.07 -2.18  C84 1.095
95 H 3.22 -0.35 -3.47  C84 1.094
96 H 2.24 -2.39 -2.67  C85 1.095
97 H 1.69 -2.06 -4.33  C85 1.098
98 H -0.29 -1.04 -3.19  N86 1.011
99 H -1.43 -2.97 -2.55  C87 1.093
100 H 0.09 -3.84 -2.49  C87 1.095
101 H -1.12 -4.50 -4.42  C88 1.093
102 H 0.27 -3.60 -5.02  C88 1.097
103 H -0.02 -1.66 -6.08  C90 1.093
104 H -1.13 -0.68 -5.09  C90 1.094
105 H -1.66 -1.30 -6.65  C90 1.090

Values from the calculation:
- orbital gap (eV) = 7.036
- LUMO level (eV) = -1.59
- SMILES = C#CC1=C(CCCCCCCCCOC)C(=O)C=C(CCCC)C1=O.COCCNCCOC.COCCNCCOC